No. 1
{"formula": "C4H8O", "method": "wB97M-V/def2-TZVPD", "total_energy_ha": -232.37206, "charge": 0, "gap_ev": 10.7, "smiles": "CC=O.C=C", "homo_ev": -9.66, "lumo_ev": 1.06, "species": ["C", "C", "O", "H", "H", "H", "H", "C", "C", "H", "H", "H", "H"], "positions_angstrom": [[1.60720, 0.69742, -0.87219], [1.19623, 0.20054, 0.47909], [1.66121, -0.75477, 1.04810], [2.51921, 0.18344, -1.15573], [0.75127, 0.40947, -1.46293], [1.61417, 1.78318, -0.86279], [0.46217, 0.81683, 1.03035], [-1.69223, -0.83816, 0.90491], [-1.66909, -0.39617, -0.32388], [-1.83619, -0.11003, 1.70661], [-1.44164, -1.77328, 1.38903], [-2.00194, 0.58062, -0.67381], [-1.17037, -0.79910, -1.20676]], "atomic_forces_ev_per_a": [[-0.6, -0.5, 0.9], [0.6, 0.5, 1.2], [0.0, -0.2, -0.4], [0.0, 0.3, -0.4], [-0.1, -0.1, -0.8], [0.4, 0.1, -0.1], [-0.1, 0.1, -0.3], [0.1, 0.6, 2.0], [0.6, 0.5, -2.2], [-0.9, 0.0, -0.3], [0.4, -0.4, -1.0], [-0.1, 0.3, 1.0], [-0.5, -1.3, 0.4]]}

No. 2
{"formula": "C4H8O", "method": "wB97M-V/def2-TZVPD", "total_energy_ha": -232.40154, "charge": 0, "gap_ev": 11.4, "smiles": "CC[C@H]1CO1", "homo_ev": -10.23, "lumo_ev": 1.16, "species": ["C", "C", "C", "C", "O", "H", "H", "H", "H", "H", "H", "H", "H"], "positions_angstrom": [[-1.60771, 0.57899, 0.15985], [-0.63197, -0.59286, 0.05511], [0.67163, -0.19246, -0.59117], [1.86757, 0.06948, 0.21097], [1.72925, -1.13660, -0.52684], [-2.44659, 0.33578, 0.81940], [-1.11153, 1.46651, 0.56976], [-2.01780, 0.84654, -0.82015], [-1.07709, -1.41524, -0.51941], [-0.41387, -0.98892, 1.05369], [0.59475, 0.31488, -1.55709], [2.63186, 0.75812, -0.14856], [1.81153, -0.04421, 1.29445]], "atomic_forces_ev_per_a": [[0.0, 0.1, 0.0], [0.0, -0.1, 0.0], [-0.2, 0.1, 0.0], [0.1, 0.2, 0.2], [0.1, -0.2, -0.1], [0.1, 0.0, -0.1], [-0.1, -0.1, 0.0], [0.1, 0.0, 0.1], [0.0, 0.1, 0.1], [0.0, 0.0, -0.1], [0.0, -0.1, 0.2], [-0.1, -0.1, 0.0], [0.0, 0.0, -0.2]]}

No. 3
{"formula": "C4H8O", "method": "wB97M-V/def2-TZVPD", "total_energy_ha": -232.40161, "charge": 0, "gap_ev": 10.7, "smiles": "C1CCOC1", "homo_ev": -9.61, "lumo_ev": 1.12, "species": ["C", "C", "C", "O", "C", "H", "H", "H", "H", "H", "H", "H", "H"], "positions_angstrom": [[0.31136, -1.02212, -0.26065], [0.79180, 0.04861, 0.68410], [0.15986, 1.30798, 0.08843], [-1.10481, 0.96327, -0.47766], [-1.22831, -0.45204, -0.46843], [0.93842, -1.00481, -1.19339], [0.44518, -2.04342, 0.14486], [1.87624, 0.13257, 0.77576], [0.38106, -0.16633, 1.67434], [-0.02150, 2.08355, 0.83198], [0.77017, 1.70470, -0.72908], [-1.94849, -0.63093, 0.40930], [-1.34764, -0.93469, -1.46832]], "atomic_forces_ev_per_a": [[-0.7, 0.3, 0.3], [0.1, 0.3, 0.2], [0.2, 0.4, 0.1], [0.3, -0.7, -0.3], [1.9, -1.4, 0.2], [-1.1, 0.2, 0.4], [-0.6, 0.5, -0.1], [0.0, 0.1, -0.1], [0.0, 0.2, 0.0], [0.2, 0.1, 0.0], [0.2, 0.1, 0.2], [1.0, -0.8, -1.7], [-1.5, 0.9, 0.7]]}

What did the first record say?
{"formula": "C4H8O", "method": "wB97M-V/def2-TZVPD", "total_energy_ha": -232.37206, "charge": 0, "gap_ev": 10.7, "smiles": "CC=O.C=C", "homo_ev": -9.66, "lumo_ev": 1.06, "species": ["C", "C", "O", "H", "H", "H", "H", "C", "C", "H", "H", "H", "H"], "positions_angstrom": [[1.60720, 0.69742, -0.87219], [1.19623, 0.20054, 0.47909], [1.66121, -0.75477, 1.04810], [2.51921, 0.18344, -1.15573], [0.75127, 0.40947, -1.46293], [1.61417, 1.78318, -0.86279], [0.46217, 0.81683, 1.03035], [-1.69223, -0.83816, 0.90491], [-1.66909, -0.39617, -0.32388], [-1.83619, -0.11003, 1.70661], [-1.44164, -1.77328, 1.38903], [-2.00194, 0.58062, -0.67381], [-1.17037, -0.79910, -1.20676]], "atomic_forces_ev_per_a": [[-0.6, -0.5, 0.9], [0.6, 0.5, 1.2], [0.0, -0.2, -0.4], [0.0, 0.3, -0.4], [-0.1, -0.1, -0.8], [0.4, 0.1, -0.1], [-0.1, 0.1, -0.3], [0.1, 0.6, 2.0], [0.6, 0.5, -2.2], [-0.9, 0.0, -0.3], [0.4, -0.4, -1.0], [-0.1, 0.3, 1.0], [-0.5, -1.3, 0.4]]}